Molecular formula: C3H12O2S
Method: DFT, ωB97M-V with the def2-TZVPD basis set

Summary:
- Net charge: 0
- LUMO: 0.691 eV
- SMILES string: CCSC.O.O
- HOMO-LUMO gap: 8.95 eV
- E: -670.08806 Ha

Each line ends with the Mulliken charge.
Atoms and positions in Å:
C -1.5500 -0.6374 1.1871  -0.859
C -1.8580 -1.3217 -0.0957  -0.479
S -1.0872 -0.4309 -1.5903  -0.130
C -0.6834 -1.8247 -2.7296  -0.686
H -0.8114 0.1526 0.8716  0.247
H -1.1590 -1.3762 1.8629  0.170
H -2.3812 -0.0682 1.5917  0.338
H -2.9729 -1.3332 -0.1261  0.318
H -1.6865 -2.3816 -0.1332  0.366
H -0.9625 -2.9495 -2.3696  0.235
H -1.1716 -1.6999 -3.8586  0.244
H 0.4043 -1.7567 -2.6657  0.246
O 3.8391 4.8677 2.1105  -0.599
H 3.0060 5.1423 2.2535  0.290
H 4.2412 5.1287 2.9104  0.308
O 1.4508 -0.8955 1.7171  -0.641
H 1.9219 -0.0444 1.6955  0.317
H 1.1959 -0.9942 2.6207  0.314

---

Molecular formula: C3H12O2S2
Method: DFT, ωB97M-V with the def2-TZVPD basis set

Summary:
- Net charge: 0
- LUMO: 0.328 eV
- SMILES string: CCCSS.O.O
- HOMO-LUMO gap: 8.55 eV
- E: -1068.32301 Ha

Each line ends with the Mulliken charge.
Atoms and positions in Å:
C -0.7630 -0.5572 2.2238  -1.190
C -0.1477 -0.5968 0.8127  -0.418
C -0.1468 0.7240 0.0500  -0.562
S 0.6012 0.5819 -1.6167  -0.107
S 0.1624 -1.3930 -2.1633  -0.223
H -1.2166 0.3865 2.5275  0.347
H -1.4791 -1.3601 2.3787  0.320
H 0.0741 -0.7033 2.9108  0.281
H -0.8261 -1.2350 0.2399  0.192
H 0.8360 -1.0610 0.7846  0.466
H 0.3804 1.5430 0.5429  0.371
H -1.1786 1.0684 -0.0210  0.356
H 1.0530 -1.4161 -3.1772  0.162
O 0.7031 5.7988 -0.7246  -0.636
H 1.3082 6.0009 -1.4412  0.319
H 0.9320 6.2210 0.1029  0.318
O -0.3245 -4.9574 -0.9556  -0.619
H -0.1027 -4.0606 -0.6687  0.312
H 0.1348 -4.9840 -1.8056  0.312

---

Molecular formula: C3H12O2S2
Method: DFT, ωB97M-V with the def2-TZVPD basis set

Summary:
- Net charge: 0
- LUMO: 0.524 eV
- SMILES string: CCSSC.O.O
- HOMO-LUMO gap: 9.10 eV
- E: -1068.32990 Ha

Each line ends with the Mulliken charge.
Atoms and positions in Å:
C 3.2687 -1.4684 -1.9759  -1.164
C 1.8037 -1.5043 -1.6288  -0.352
S 1.2993 0.1610 -0.9985  -0.151
S -0.6337 -0.2083 -0.5494  -0.061
C -0.7769 -0.1635 1.2545  -0.854
H 3.3039 -0.6405 -2.6832  0.316
H 3.6521 -2.3734 -2.4535  0.338
H 3.9163 -1.3132 -1.1184  0.300
H 1.1348 -1.7131 -2.4646  0.347
H 1.5845 -2.2637 -0.8763  0.350
H -1.4900 0.5033 1.7681  0.332
H -1.1871 -1.1301 1.5582  0.286
H 0.1903 -0.0012 1.7199  0.315
O -0.6783 4.8198 2.3835  -0.627
H -0.2421 3.9778 2.3428  0.306
H -0.5772 5.0589 3.3055  0.320
O -5.0149 -0.5832 0.4997  -0.620
H -4.5702 -1.2859 0.0411  0.306
H -4.9832 0.1278 -0.1248  0.313

---

Molecular formula: C3H12O3
Method: DFT, ωB97M-V with the def2-TZVPD basis set

Summary:
- Net charge: 0
- LUMO: 0.601 eV
- SMILES string: CCCO.O.O
- HOMO-LUMO gap: 11.51 eV
- E: -347.13550 Ha

Each line ends with the Mulliken charge.
Atoms and positions in Å:
C 1.3018 0.7600 -2.6737  -1.118
C 0.5078 -0.1598 -1.7632  0.142
C -0.2076 0.4717 -0.6911  -0.935
O -0.9645 -0.5943 0.2396  -0.541
H 1.6013 1.5905 -2.0804  0.304
H 2.1758 0.2656 -3.0279  0.332
H 0.8028 1.0815 -3.6226  0.313
H 1.1363 -0.9947 -1.2454  0.232
H -0.2075 -0.4285 -2.5127  0.122
H -0.8628 1.3108 -1.0428  0.396
H 0.3503 0.8575 0.0625  0.398
H -1.8457 -0.3499 -0.1816  0.307
O -2.9015 -2.5630 1.7597  -0.665
H -2.1992 -1.9458 1.3729  0.398
H -3.6205 -2.7474 0.9824  0.316
O 1.7263 1.5337 4.7370  -0.635
H 1.4910 1.1256 5.5613  0.318
H 1.7158 0.7864 4.1261  0.317

---

Molecular formula: C3H12O3S
Method: DFT, ωB97M-V with the def2-TZVPD basis set

Summary:
- Net charge: 0
- LUMO: 0.574 eV
- SMILES string: OCCCS.O.O
- HOMO-LUMO gap: 9.61 eV
- E: -745.39144 Ha

Each line ends with the Mulliken charge.
Atoms and positions in Å:
O 0.5441 0.8111 -1.4588  -0.609
C -0.3886 1.8158 -0.9742  -0.454
C -1.5144 1.0549 -0.2974  -0.470
C -1.0235 0.3159 0.9383  -0.712
S -2.4011 -0.2326 2.0189  -0.204
H 1.0448 1.2423 -2.1587  0.286
H -0.7304 2.3832 -1.8213  0.403
H 0.1506 2.4269 -0.2544  0.296
H -1.8192 0.2750 -0.9895  0.303
H -2.3515 1.6620 0.0132  0.350
H -0.4697 -0.5752 0.6723  0.287
H -0.3880 0.8624 1.6158  0.347
H -2.8518 -1.2057 1.2237  0.119
O 1.2141 -3.2124 0.8812  -0.645
H 1.1390 -3.4989 1.8061  0.317
H 1.8942 -2.5276 0.9193  0.319
O 2.8968 -0.4716 -0.4072  -0.663
H 2.9573 -1.1540 -1.0925  0.309
H 2.0974 0.0284 -0.6350  0.419

---

Molecular formula: C3H12O4
Method: DFT, ωB97M-V with the def2-TZVPD basis set

Summary:
- Net charge: 0
- LUMO: 0.462 eV
- SMILES string: OCCCO.O.O
- HOMO-LUMO gap: 10.62 eV
- E: -422.40463 Ha

Each line ends with the Mulliken charge.
Atoms and positions in Å:
O 0.3889 1.2673 2.3739  -0.513
C -0.3179 1.0670 1.1853  -0.511
C 0.5192 -0.0616 0.4768  -0.569
C -0.0556 -0.3505 -0.8893  -0.203
O 0.7332 -1.3249 -1.6533  -0.586
H 0.2336 2.0999 2.8315  0.289
H -0.4690 1.8619 0.4572  0.310
H -1.2846 0.7432 1.5492  0.324
H 0.6308 -1.0803 0.9535  0.328
H 1.5039 0.4035 0.3933  0.270
H -0.1097 0.4489 -1.6358  0.318
H -1.0363 -0.7103 -0.6832  0.234
H 1.6825 -1.2223 -1.3834  0.331
O -2.3250 1.9986 -1.4358  -0.585
H -2.9563 1.3977 -1.8015  0.297
H -2.6355 2.8762 -1.8534  0.301
O 2.2199 -3.0530 0.3404  -0.612
H 1.8317 -3.8959 0.5711  0.278
H 1.4461 -2.4655 0.2037  0.301

---

Molecular formula: C3H12O4
Method: DFT, ωB97M-V with the def2-TZVPD basis set

Summary:
- Net charge: 0
- LUMO: -3.243 eV
- HOMO-LUMO gap: 6.37 eV
- E: -422.19020 Ha

Each line ends with the Mulliken charge.
Atoms and positions in Å:
C -1.1219 -0.3113 -1.0331  -0.648
O -0.9212 -1.4636 -0.4005  -0.578
C -1.8640 0.6442 -0.1699  -0.012
C -1.4711 1.9358 -0.1845  -0.492
H -1.9212 -0.4230 -1.8248  0.290
H -0.2963 0.1524 -1.5709  0.373
H -0.0090 0.2637 0.9116  0.172
H -2.6731 0.2026 0.3972  0.320
H -1.6752 2.6064 0.6490  0.289
H -0.7423 2.3954 -0.8463  0.309
H 1.2370 -0.8166 -0.7672  0.368
H 2.4796 -0.2963 -1.1446  0.359
O 1.7505 -0.7594 -1.5858  -0.665
H 1.8954 -0.2438 1.2878  0.330
H 1.5910 1.2435 1.2239  0.350
O 2.3333 0.6334 1.2203  -0.594
H -0.0305 -1.5568 0.6122  0.300
H 0.7402 -2.5303 1.8315  0.247
O 0.6990 -1.6763 1.3939  -0.716

---

Molecular formula: C3H12O4
Method: DFT, ωB97M-V with the def2-TZVPD basis set

Summary:
- Net charge: 0
- LUMO: 0.782 eV
- SMILES string: OCCCO.O.O
- HOMO-LUMO gap: 11.16 eV
- E: -422.41641 Ha

Each line ends with the Mulliken charge.
Atoms and positions in Å:
O -0.2062 -0.2933 2.4180  -0.529
C 0.0790 -0.0544 1.0353  -0.180
C -0.3285 1.3223 0.5342  -0.436
C -0.4282 1.3713 -0.9726  -0.597
O -0.8040 2.6546 -1.4543  -0.529
H -0.3406 0.5095 2.9323  0.295
H -0.5501 -0.7106 0.4373  0.199
H 1.1629 -0.1331 1.0397  0.261
H 0.2108 2.1633 0.9751  0.335
H -1.3597 1.4509 0.8693  0.278
H -1.1610 0.6240 -1.3213  0.305
H 0.4601 1.1218 -1.5608  0.298
H -1.7385 2.7703 -1.4813  0.294
O 3.8537 -0.9815 -2.3144  -0.629
H 3.6046 -1.8803 -2.6009  0.318
H 4.7999 -1.0746 -2.1803  0.314
O -2.6624 -2.9369 0.9208  -0.649
H -2.4301 -3.7018 1.4542  0.313
H -2.1616 -2.2215 1.2695  0.338

---

Molecular formula: C3H12O4
Method: DFT, ωB97M-V with the def2-TZVPD basis set

Summary:
- Net charge: 0
- LUMO: 0.381 eV
- SMILES string: OCCCO.O.O
- HOMO-LUMO gap: 10.67 eV
- E: -422.37533 Ha

Each line ends with the Mulliken charge.
Atoms and positions in Å:
O 0.8614 -2.5625 1.5266  -0.553
C 0.5599 -1.2638 0.7246  -0.244
C -0.1163 -1.5668 -0.6705  -0.360
C -0.2168 -0.4017 -1.6426  -0.254
O -1.1648 -0.9105 -2.6196  -0.498
H 1.7754 -2.8331 1.5470  0.277
H 1.4957 -0.7194 0.6381  0.161
H -0.0585 -0.7765 1.5688  0.264
H -1.0517 -2.1624 -0.5939  0.284
H 0.6002 -2.1764 -1.1916  0.163
H 0.6796 0.0240 -2.2869  0.213
H -0.7555 0.4610 -1.1199  0.256
H -1.6726 -0.1325 -2.9056  0.297
O -3.2205 4.0898 0.3107  -0.639
H -3.1448 4.2096 -0.6858  0.327
H -3.8443 3.4458 0.5213  0.311
O 3.2296 1.5350 2.1450  -0.609
H 2.8307 1.3995 1.3343  0.282
H 4.1397 1.4389 1.8042  0.323

---

Molecular formula: C3H12O4
Method: DFT, ωB97M-V with the def2-TZVPD basis set

Summary:
- Net charge: 0
- LUMO: 0.608 eV
- SMILES string: OCCCO.O.O
- HOMO-LUMO gap: 10.35 eV
- E: -422.40403 Ha

Each line ends with the Mulliken charge.
Atoms and positions in Å:
O 2.4189 1.7409 -2.4046  -0.543
C 1.6372 0.6384 -1.9349  -0.538
C 2.0437 -0.1366 -0.6794  -0.370
C 0.7714 -0.8956 -0.2173  -0.523
O -0.3552 -0.0995 0.1841  -0.509
H 3.3606 1.5593 -2.4877  0.282
H 0.6396 1.1360 -1.8910  0.280
H 1.5289 -0.0201 -2.8075  0.338
H 2.8590 -0.7684 -1.0051  0.300
H 2.3416 0.6868 -0.0223  0.297
H 0.4588 -1.6086 -1.0016  0.421
H 1.0694 -1.2617 0.7620  0.236
H -1.0776 -0.5495 -0.3089  0.323
O -3.7553 -1.3557 -0.8773  -0.632
H -4.1448 -0.7321 -1.5028  0.320
H -4.4800 -1.5567 -0.2594  0.316
O -1.4890 1.3008 5.4533  -0.636
H -2.3588 1.5613 5.7534  0.317
H -1.4686 0.3608 5.2471  0.319

---

Molecular formula: C3H12O4S
Method: DFT, ωB97M-V with the def2-TZVPD basis set

Summary:
- Net charge: -2
- LUMO: 6.140 eV
- HOMO-LUMO gap: 5.90 eV
- E: -820.62220 Ha

Each line ends with the Mulliken charge.
Atoms and positions in Å:
C -1.2243 -0.6568 -0.4038  -0.580
O -0.9412 -1.0984 -1.6956  -0.897
C -1.1327 0.8572 -0.1755  -0.035
C -1.5210 1.2255 1.2634  -0.838
S -0.5831 2.5891 2.0591  -0.778
H -2.2520 -0.9632 -0.1376  0.297
H -0.5565 -1.1698 0.3260  0.178
H -1.7519 1.3421 -0.9216  0.219
H -0.0909 1.1384 -0.3468  0.111
H -1.3374 0.3291 1.8660  0.201
H -2.5943 1.4067 1.3286  0.302
H 1.5419 0.1848 -1.5230  0.254
H 0.3374 -0.7787 -1.9664  0.456
O 1.4391 -0.5893 -2.0879  -0.844
H 1.2828 -3.2111 -1.5297  0.295
H -0.0865 -2.6012 -1.7520  0.426
O 0.3643 -3.4834 -1.6646  -0.762
H 3.2152 -0.7490 0.2971  0.327
H 2.0897 -0.3433 1.2233  0.340
O 3.0432 -0.2390 1.1026  -0.671

---

Molecular formula: C3H12P2Si
Method: DFT, ωB97M-V with the def2-TZVPD basis set

Summary:
- Net charge: 0
- LUMO (spin up / spin down): -0.358 / -0.359 eV
- HOMO-LUMO gap (spin up / spin down): 6.93 / 6.93 eV
- E: -1093.57235 Ha

Each line ends with the Mulliken charge.
Atoms and positions in Å:
C -0.9267 -0.9943 1.7004  -0.993
C -0.3278 2.7020 -0.3105  -0.996
C -1.5220 -1.2862 -1.3652  -0.998
Si -0.3493 -0.5308 -0.0579  0.257
P 2.6368 0.6739 0.0557  -0.140
P 1.7733 -1.2555 -0.3092  -0.111
H -0.9271 -2.0774 1.8208  0.345
H -0.2669 -0.5755 2.4551  0.300
H -1.9309 -0.6348 1.8942  0.317
H -0.4834 2.7811 -1.3659  0.287
H -1.1590 2.9056 0.3324  0.308
H 0.6550 2.9001 0.0652  0.320
H -1.1034 -1.2218 -2.3660  0.323
H -1.7096 -2.3352 -1.1460  0.341
H -2.4760 -0.7705 -1.3679  0.295
H 2.3997 0.6172 1.4300  0.056
H 3.9411 0.2065 0.2263  0.064
H 1.7762 -1.1045 -1.6913  0.026

---

Summary of energy above the lowest of the compared OMol25 structures with the same formula, charge and spin in kcal/mol
47.4 25.9 21.5 45.9 5.8 35.7 170.2 28.3 54.1 36.0 8.5 60.5
(order as listed above)